Computed, not measured: a 2-piece molecular cluster, C4H6OS overall in a non-equilibrium geometry, with ωB97M-V/def2-TZVPD.

Each line ends with the Mulliken charge.
Element x y z (Å)
C -1.586 1.041 0.255  -0.150
C -1.353 -0.075 -0.079  -0.026
C 1.932 1.297 0.155  -0.424
C -1.412 -1.422 -0.515  -1.011
O 2.255 -1.299 0.240  -0.508
S 2.564 0.022 0.839  0.308
H -1.795 1.972 0.808  0.364
H 2.040 2.190 0.826  0.261
H 1.482 1.558 -0.772  0.344
H -1.613 -2.041 0.309  0.304
H -0.439 -1.865 -0.654  0.281
H -2.076 -1.377 -1.413  0.257

Net charge: 0
HOMO level, eV: -9.7
F_max, Eh/bohr: 0.057
Lowest unoccupied orbital energy, Ha: 0.000
HOMO-LUMO gap, eV: 9.6584
Relative energy (zero: lowest compared OMol25 entry of this formula, charge and spin), kJ/mol: 408.91

=====

Computed, not measured: one molecule with the formula C4H4O4 in a non-equilibrium geometry, with ωB97M-V/def2-TZVPD.

Each line ends with the Mulliken charge.
Element x y z (Å)
C 1.206 -0.055 0.364  0.482
C -0.877 0.792 0.170  0.585
C -1.080 -0.541 0.093  0.575
C 0.242 -1.092 0.028  -0.800
H 2.436 0.934 -0.668  0.306
H 1.685 -0.264 1.484  0.263
H -2.906 0.034 -0.319  0.396
H 0.900 -1.989 -0.284  0.259
O 1.918 0.180 -0.754  -0.484
O 0.408 1.147 0.425  -0.352
O -1.605 1.663 -0.331  -0.660
O -2.327 -0.810 -0.207  -0.570

SMILES string: O=C1O[C@H](O)C=C1O
Net charge: 0
HOMO level, eV: -9.7
F_max, Eh/bohr: 0.171
Lowest unoccupied orbital energy, Ha: -0.005
HOMO-LUMO gap, eV: 9.5536
Relative energy (zero: lowest compared OMol25 entry of this formula, charge and spin), kJ/mol: 320.78

=====

Computed, not measured: C23H44MnNOP3 as an isolated structure in a non-equilibrium geometry, with ωB97M-V/def2-TZVPD.

Each line ends with the Mulliken charge.
Element x y z (Å)
Mn 0.765 -0.014 0.606  0.587
P 2.277 0.854 2.078  0.906
P -0.298 1.740 -0.288  0.866
P 2.221 -0.543 -1.031  0.867
H -1.316 -1.752 0.683  0.403
C -0.270 -1.859 0.383  -1.145
C 0.748 -1.949 1.431  -0.719
H 0.441 -1.875 2.483  0.452
C 1.838 1.338 3.786  -1.299
C 2.969 2.449 1.488  -1.335
C 3.737 -0.232 2.321  -1.278
C -1.757 1.209 -1.233  -0.410
C -0.907 2.975 0.919  -1.081
C 0.674 2.799 -1.428  -1.332
C 3.075 -2.162 -0.865  -1.449
C 3.575 0.600 -1.495  -1.349
C 1.267 -0.743 -2.575  -1.263
H -0.142 -2.396 -0.561  0.402
H 1.670 -2.533 1.283  0.328
H 1.743 0.456 4.431  0.383
H 0.879 1.869 3.786  0.353
H 2.618 1.995 4.197  0.559
H 2.170 3.190 1.360  0.343
H 3.510 2.343 0.540  0.309
H 3.660 2.812 2.260  0.540
H 3.408 -1.202 2.715  0.381
H 4.405 0.240 3.053  0.489
H 4.290 -0.412 1.390  0.312
H -2.274 2.087 -1.631  0.650
H -2.451 0.661 -0.591  0.247
H -1.489 0.545 -2.062  -0.625
H -1.273 3.864 0.396  0.537
H -0.105 3.271 1.605  0.283
H -1.721 2.550 1.512  0.393
H 0.076 3.685 -1.685  0.563
H 0.935 2.275 -2.355  0.341
H 1.599 3.145 -0.949  0.313
H 3.643 -2.393 -1.776  0.505
H 2.346 -2.962 -0.695  0.416
H 3.762 -2.145 -0.010  0.331
H 4.094 0.194 -2.375  0.538
H 4.300 0.704 -0.678  0.403
H 3.185 1.594 -1.749  0.319
H 1.880 -1.269 -3.318  0.702
H 0.945 0.215 -3.004  0.454
H 0.360 -1.329 -2.382  0.015
C -1.627 -1.121 -4.940  0.793
C -2.770 -1.166 -5.762  -0.690
C -3.114 -2.402 -6.333  -0.372
C -2.340 -3.548 -6.097  -0.375
C -1.151 -3.447 -5.369  -0.556
C -0.744 -2.209 -4.887  0.051
O -1.315 -0.103 -4.068  -0.320
H -1.993 0.604 -4.035  0.387
H -3.369 -0.274 -5.954  0.435
H -4.002 -2.491 -6.962  0.425
H -2.654 -4.530 -6.486  0.435
H -0.533 -4.314 -5.158  0.428
H 0.212 -2.067 -4.397  0.345
C -4.160 0.511 5.808  -1.390
C -3.155 0.332 4.706  0.873
C -1.854 -0.115 4.968  -1.186
C -0.976 -0.307 3.887  -0.354
N -1.295 0.012 2.626  0.304
C -2.565 0.354 2.371  -0.249
C -3.515 0.536 3.375  -0.820
H -3.755 0.163 6.763  0.360
H -4.476 1.555 5.925  0.333
H -5.060 -0.073 5.578  0.364
H -1.507 -0.361 5.972  0.395
H 0.015 -0.734 4.074  0.518
H -2.831 0.496 1.325  0.181
H -4.531 0.806 3.102  0.485

Net charge: +3
HOMO level (spin up / spin down), eV: -16.7 / -16.4
F_max, Eh/bohr: 0.069
Lowest unoccupied orbital energy (spin up / spin down), Ha: -0.357 / -0.443
2S+1: 5
HOMO-LUMO gap (spin up / spin down), eV: 6.9674 / 4.3474
Relative energy (zero: lowest compared OMol25 entry of this formula, charge and spin), kJ/mol: 0.00

=====

Computed, not measured: ClH2NOS2 as an isolated structure in a non-equilibrium geometry, with ωB97M-V/def2-TZVPD.

Each line ends with the Mulliken charge.
Element x y z (Å)
N 0.040 -0.793 0.432  -0.277
O -1.934 0.637 -0.541  -0.506
S 0.273 0.032 -2.487  -0.279
S -0.421 0.379 -0.656  0.506
Cl -0.187 -0.136 2.004  -0.006
H 0.960 -1.068 0.150  0.331
H 0.364 1.403 0.005  0.230

Net charge: 0
HOMO level, eV: -9.9
F_max, Eh/bohr: 0.099
Lowest unoccupied orbital energy, Ha: -0.013
HOMO-LUMO gap, eV: 9.5175
Relative energy (zero: lowest compared OMol25 entry of this formula, charge and spin), kJ/mol: 208.18